DFT (ωB97M-V/def2-TZVPD) results for a structure of composition C5H10O at a distorted geometry.

Calculated values
- HOMO level (eV) = -9.6
- net charge = 0
- lowest unoccupied orbital energy (eV) = 0.97
- calculated total energy (Ha) = -271.63056
- spin multiplicity = 1
- molecular weight (g mol⁻¹) = 86.13
- F_max (Eh/bohr) = 0.087

Positions of all 16 atoms, in Å:
C 1.3722 0.2976 -0.5785
C 0.3747 -0.4668 0.1982
O 1.0994 -1.5871 0.5826
C -0.8729 -0.3578 -0.8797
C -1.5316 0.6294 0.0977
C -0.5591 0.2217 1.2172
H 1.1302 1.3614 -0.7413
H 1.5993 -0.2229 -1.5122
H 2.5149 -0.0690 0.1027
H 2.1170 -1.1061 0.5620
H -0.7725 0.0157 -1.9242
H -1.3284 -1.3376 -0.9229
H -2.5924 0.4636 0.2954
H -1.4040 1.6747 -0.2076
H -1.0027 -0.5372 1.8712
H -0.1442 1.0205 1.8394

***

DFT (ωB97M-V/def2-TZVPD) results for an isolated molecule of C5H10O.

Calculated values
- HOMO level (eV) = -10.2
- net charge = 0
- SMILES string = CC(C)[C@H]1CO1
- lowest unoccupied orbital energy (eV) = 1.13
- calculated total energy (Ha) = -271.70540
- spin multiplicity = 1
- molecular weight (g mol⁻¹) = 86.13
- F_max (Eh/bohr) = 0.007

Positions of all 16 atoms, in Å:
C 1.2068 -1.0621 -0.0794
C 0.3804 0.1746 0.3081
C 1.1705 1.4859 0.2642
C -0.8012 0.2056 -0.6349
C -1.8987 -0.7340 -0.4290
O -2.0631 0.6486 -0.1546
H 0.5354 -1.8905 -0.3328
H 1.8674 -1.4059 0.7221
H 1.8187 -0.8601 -0.9671
H -0.0252 0.0436 1.3216
H 2.0014 1.4917 0.9789
H 0.5193 2.3365 0.4971
H 1.5918 1.6522 -0.7358
H -0.5745 0.5280 -1.6566
H -2.4478 -1.1400 -1.2770
H -1.8629 -1.3778 0.4518

***

DFT (ωB97M-V/def2-TZVPD) results for an isolated molecule of C5H10O at a distorted geometry.

Calculated values
- HOMO level (eV) = -9.8
- net charge = 0
- SMILES string = CCC1(O)CC1
- lowest unoccupied orbital energy (eV) = 1.10
- calculated total energy (Ha) = -271.69630
- spin multiplicity = 1
- molecular weight (g mol⁻¹) = 86.13
- F_max (Eh/bohr) = 0.038

Positions of all 16 atoms, in Å:
C -0.3013 1.1427 1.7715
C -0.7604 0.6052 0.4131
C 0.3417 -0.0468 -0.3860
O 1.3533 0.8459 -0.7848
C 0.6675 -1.4812 -0.2360
C 0.0424 -1.0075 -1.5298
H -1.1312 1.6402 2.2874
H 0.5045 1.8736 1.6464
H 0.0653 0.3410 2.4224
H -1.1557 1.4349 -0.1865
H -1.5634 -0.1285 0.5430
H 1.0370 0.7594 -1.6907
H 1.7129 -1.7637 -0.2915
H 0.0332 -2.0623 0.4182
H 0.7337 -1.0673 -2.3824
H -0.9867 -1.2078 -1.7989

***

DFT (ωB97M-V/def2-TZVPD) results for a cluster of 2 separate species, C5H10O in total.

Calculated values
- HOMO level (eV) = -9.3
- net charge = 0
- SMILES string = OC1CC=CC1.[H][H]
- lowest unoccupied orbital energy (eV) = 1.01
- calculated total energy (Ha) = -271.69237
- spin multiplicity = 1
- molecular weight (g mol⁻¹) = 86.13
- F_max (Eh/bohr) = 0.007

Positions of all 16 atoms, in Å:
O -1.5871 0.3057 1.0566
C -1.2214 0.2579 -0.3136
C -0.4893 -1.0594 -0.6603
C 0.9684 -0.6962 -0.5161
C 1.1400 0.6211 -0.4271
C -0.1706 1.3622 -0.5185
H -2.1956 -0.4242 1.2261
H -2.1073 0.4105 -0.9474
H -0.7998 -1.8698 0.0126
H -0.7168 -1.3889 -1.6839
H 2.2399 -0.6360 2.8055
H 1.7653 -1.4347 -0.5059
H 1.8273 -0.5330 2.1952
H 2.0981 1.1237 -0.3267
H -0.2960 2.1390 0.2431
H -0.2793 1.8410 -1.5016

***

DFT (ωB97M-V/def2-TZVPD) results for a structure of composition C5H10O at a distorted geometry.

Calculated values
- HOMO level (eV) = -7.9
- net charge = 0
- lowest unoccupied orbital energy (eV) = 0.71
- calculated total energy (Ha) = -271.61774
- spin multiplicity = 1
- molecular weight (g mol⁻¹) = 86.13
- F_max (Eh/bohr) = 0.053

Positions of all 16 atoms, in Å:
C 0.3195 0.1745 2.0394
C -0.1675 0.8367 -1.5342
C 0.6615 -1.3710 -0.6467
C -0.5386 0.2646 0.8962
C 0.1806 0.0360 -0.2917
O -1.7908 0.7880 0.9962
H -2.2733 0.6169 0.1750
H 0.8855 1.0780 2.2616
H -0.0727 -0.3076 2.9386
H 1.2045 -0.0451 1.0220
H 0.7056 0.9143 -2.1876
H -0.9595 0.3557 -2.1245
H -0.0847 -1.8815 -1.2693
H 1.5904 -1.3256 -1.2212
H -0.5002 1.8483 -1.2924
H 0.8396 -1.9822 0.2387

***

DFT (ωB97M-V/def2-TZVPD) results for an isolated molecule of C5H10O.

Calculated values
- HOMO level (eV) = -9.8
- net charge = 0
- SMILES string = COCC1CC1
- lowest unoccupied orbital energy (eV) = 1.18
- calculated total energy (Ha) = -271.69595
- spin multiplicity = 1
- molecular weight (g mol⁻¹) = 86.13
- F_max (Eh/bohr) = 0.006

Positions of all 16 atoms, in Å:
C 2.5238 -0.5515 0.0444
O 1.3992 0.1314 -0.4369
C 0.4049 0.2980 0.5485
C -0.8549 0.7866 -0.1113
C -2.1771 0.1892 0.2823
C -1.5558 -0.1620 -1.0380
H 2.2513 -1.5451 0.4373
H 3.2089 -0.6797 -0.7972
H 3.0372 0.0047 0.8448
H 0.2101 -0.6676 1.0488
H 0.7462 1.0040 1.3255
H -0.8521 1.8362 -0.3959
H -3.0518 0.8326 0.2840
H -2.1814 -0.5697 1.0611
H -1.1121 -1.1477 -1.1525
H -1.9964 0.2405 -1.9450

***

DFT (ωB97M-V/def2-TZVPD) results for a cluster of 2 separate species, C5H10O in total.

Calculated values
- HOMO level (eV) = -8.5
- net charge = 0
- lowest unoccupied orbital energy (eV) = 0.80
- calculated total energy (Ha) = -271.59794
- spin multiplicity = 1
- molecular weight (g mol⁻¹) = 86.13
- F_max (Eh/bohr) = 0.009

Positions of all 16 atoms, in Å:
C -0.8603 0.0406 -1.6285
C 0.2864 0.1724 -0.6599
C 1.3879 -0.5714 -0.7549
C 0.0870 1.1164 0.5193
C -0.5973 0.2201 1.5262
O -1.8727 0.1600 1.1837
H -0.8639 -0.9461 -2.1023
H -1.8216 0.1821 -1.1264
H -0.7773 0.8029 -2.4117
H 2.2049 -0.4743 -0.0470
H 1.4834 -1.3357 -1.5213
H 1.9078 -1.2566 2.1241
H 1.0514 1.4482 0.9122
H -0.5250 1.9813 0.2357
H 1.2067 -0.9874 2.1271
H -2.2783 -0.5397 1.7168

***

DFT (ωB97M-V/def2-TZVPD) results for an isolated molecule of C5H10O at a distorted geometry.

Calculated values
- HOMO level (eV) = -8.3
- net charge = 0
- SMILES string = COC1(C)CC1
- lowest unoccupied orbital energy (eV) = 1.07
- calculated total energy (Ha) = -271.61019
- spin multiplicity = 1
- molecular weight (g mol⁻¹) = 86.13
- F_max (Eh/bohr) = 0.025

Positions of all 16 atoms, in Å:
C -0.1049 1.9823 -0.0581
C 0.0517 0.4102 -0.0110
C 0.7594 -0.0357 -1.2533
C 1.1869 -0.8783 -0.1263
C -1.2180 -1.2915 1.0695
O -1.0723 0.0430 0.7093
H -1.1476 2.2156 0.2065
H 0.0002 2.3295 -1.0982
H 0.5282 2.6001 0.5753
H -1.5145 -1.8547 0.1822
H 0.3372 -0.4299 -2.1653
H 1.4762 0.7667 -1.3924
H 2.1511 -0.9155 0.3619
H 0.8434 -1.9153 -0.2995
H -0.2846 -1.7116 1.4651
H -1.9925 -1.3150 1.8344

***

DFT (ωB97M-V/def2-TZVPD) results for an isolated molecule of C5H10O at a distorted geometry.

Calculated values
- HOMO level (eV) = -9.0
- net charge = 0
- SMILES string = C[C@H]1CC[C@H]1O
- lowest unoccupied orbital energy (eV) = 0.83
- calculated total energy (Ha) = -271.60120
- spin multiplicity = 1
- molecular weight (g mol⁻¹) = 86.13
- F_max (Eh/bohr) = 0.071

Positions of all 16 atoms, in Å:
C -0.7753 -0.9492 1.2344
C 0.4410 -0.4379 0.4797
C 0.6946 -0.7832 -0.9363
C -0.0271 0.5369 -1.4302
C 0.2365 1.0869 0.0400
O -0.8280 1.7903 0.6531
H -0.6038 -0.7496 2.3019
H -1.7257 -0.4796 0.9712
H -0.8343 -2.0348 1.1052
H 1.2189 -1.3362 0.7744
H 1.7520 -0.7016 -1.2018
H 0.7298 -1.9386 -0.6510
H 0.4253 1.1259 -2.2526
H -1.1012 0.4622 -1.6080
H 1.1554 1.6764 0.0840
H -0.7579 2.7320 0.4362

***

DFT (ωB97M-V/def2-TZVPD) results for a cluster of 2 separate species, C5H10O in total at a distorted geometry.

Calculated values
- HOMO level (eV) = -9.4
- net charge = 0
- SMILES string = C[C@H]1[C@H]2C[C@@H]12.O
- lowest unoccupied orbital energy (eV) = 0.98
- calculated total energy (Ha) = -271.62196
- spin multiplicity = 1
- molecular weight (g mol⁻¹) = 86.13
- F_max (Eh/bohr) = 0.025

Positions of all 16 atoms, in Å:
C 1.6098 0.4761 -0.7311
C 0.3786 -0.4575 -0.5223
C 0.2661 -1.0962 0.8046
C -0.1891 0.0850 1.6325
C -0.9435 -0.3994 0.4666
O -1.9345 1.1476 -1.1263
H 2.5133 -0.1146 -0.4938
H 1.6408 1.3420 -0.0654
H 1.7521 0.8456 -1.7551
H -1.0347 0.7798 -1.0612
H 0.2542 -1.1118 -1.3939
H 0.4190 -2.1185 1.0789
H -0.5792 -0.1488 2.6196
H 0.2786 1.0647 1.5530
H -2.0003 -0.7026 0.4887
H -2.4313 0.4087 -1.4949

***

DFT (ωB97M-V/def2-TZVPD) results for a cluster of 2 separate species, C5H10O in total.

Calculated values
- HOMO level (eV) = -9.5
- net charge = 0
- SMILES string = C[C@H]1CCC1=O.[H][H]
- lowest unoccupied orbital energy (eV) = 1.02
- calculated total energy (Ha) = -271.68627
- spin multiplicity = 1
- molecular weight (g mol⁻¹) = 86.13
- F_max (Eh/bohr) = 0.011

Positions of all 16 atoms, in Å:
C 1.5600 -0.9302 -0.0444
C 0.3810 -0.0918 0.4303
C 0.3756 1.4328 0.1202
C -0.8960 1.2804 -0.7566
C -0.8033 -0.2202 -0.5308
O -1.3331 -1.1653 -1.0534
H 1.3771 -1.9876 0.1699
H 1.6749 -0.8307 -1.1299
H 2.4982 -0.6275 0.4303
H 0.1364 -0.3139 1.4768
H 0.2486 2.0736 0.9960
H 1.2557 1.7649 -0.4366
H -1.8064 1.7269 -0.3443
H -0.8136 1.5546 -1.8119
H -1.9394 -1.6695 1.6026
H -1.8750 -1.9277 0.9091

***

DFT (ωB97M-V/def2-TZVPD) results for a cluster of 2 separate species, C5H10O in total.

Calculated values
- HOMO level (eV) = -9.5
- net charge = 0
- SMILES string = OC1CC1.C=C
- lowest unoccupied orbital energy (eV) = 1.12
- calculated total energy (Ha) = -271.67030
- spin multiplicity = 1
- molecular weight (g mol⁻¹) = 86.13
- F_max (Eh/bohr) = 0.007

Positions of all 16 atoms, in Å:
C 2.7459 -0.2533 0.0542
C 1.9096 -0.0097 1.0603
O -0.0259 0.7955 -1.0481
C -0.9120 -0.2000 -0.6505
C -1.7316 -0.0207 0.6022
C -2.3415 0.1846 -0.7634
H 3.5270 0.4502 -0.2223
H 0.8465 0.5883 -0.6853
H 2.6726 -1.1599 -0.5423
H 1.1067 -0.6978 1.3172
H 1.9620 0.9074 1.6418
H -0.6290 -1.2222 -0.9137
H -2.0299 -0.9032 1.1637
H -1.5406 0.8636 1.2035
H -3.0590 -0.5352 -1.1425
H -2.5006 1.2125 -1.0749

***

DFT (ωB97M-V/def2-TZVPD) results for an isolated molecule of C5H10O.

Calculated values
- HOMO level (eV) = -10.2
- net charge = 0
- SMILES string = OC1CCCC1
- lowest unoccupied orbital energy (eV) = 1.00
- calculated total energy (Ha) = -271.74526
- spin multiplicity = 1
- molecular weight (g mol⁻¹) = 86.13
- F_max (Eh/bohr) = 0.010

Positions of all 16 atoms, in Å:
O -1.9319 0.0264 0.7337
C -1.0519 0.2004 -0.3715
C -0.1920 -1.0581 -0.6170
C 0.9747 -0.8867 0.3682
C 1.2783 0.6128 0.3529
C -0.0599 1.3158 0.0144
H -2.6042 -0.6153 0.4725
H -1.6380 0.4723 -1.2633
H -0.7829 -1.9645 -0.4327
H 0.1355 -1.0897 -1.6650
H 1.9046 -1.4346 0.1807
H 0.6250 -1.1906 1.3605
H 1.7650 0.8757 1.2980
H 2.0038 0.8392 -0.4374
H -0.4990 1.8937 0.8338
H 0.0729 2.0033 -0.8279

***

DFT (ωB97M-V/def2-TZVPD) results for a structure of composition C5H10O at a distorted geometry.

Calculated values
- HOMO level (eV) = -9.1
- net charge = 0
- lowest unoccupied orbital energy (eV) = 0.83
- calculated total energy (Ha) = -271.65129
- spin multiplicity = 1
- molecular weight (g mol⁻¹) = 86.13
- F_max (Eh/bohr) = 0.061

Positions of all 16 atoms, in Å:
C -0.0489 -2.4018 0.2075
C 0.5530 -1.0895 -0.2052
C -0.3791 0.0406 0.1091
O -1.1377 0.0759 1.0807
C -0.1153 1.2234 -0.6584
C -0.0059 2.4361 0.2690
H 0.7227 -3.1580 0.3358
H -0.5842 -2.2353 1.1464
H -0.7711 -2.7385 -0.5426
H 0.9234 -1.0652 -1.2397
H 1.3984 -0.8009 0.4380
H -1.1324 0.3654 -1.0638
H 0.5110 1.2259 -1.5480
H 0.4318 2.0705 1.2184
H 0.6204 3.2618 -0.0984
H -0.9861 2.7896 0.5509

***

DFT (ωB97M-V/def2-TZVPD) results for an isolated molecule of C5H10O.

Calculated values
- HOMO level (eV) = -10.2
- net charge = 0
- SMILES string = OC1CCCC1
- lowest unoccupied orbital energy (eV) = 0.96
- calculated total energy (Ha) = -271.74826
- spin multiplicity = 1
- molecular weight (g mol⁻¹) = 86.13
- F_max (Eh/bohr) = 0.007

Positions of all 16 atoms, in Å:
O -1.6949 0.2439 0.9564
C -1.0735 0.2264 -0.3233
C -0.2936 -1.0748 -0.5582
C 1.0380 -0.8951 0.2114
C 1.1297 0.6157 0.5458
C 0.0265 1.2801 -0.2932
H -2.3688 -0.4470 0.9616
H -1.8177 0.4303 -1.1070
H -0.8533 -1.9611 -0.2354
H -0.1050 -1.1850 -1.6330
H 1.8875 -1.2238 -0.3975
H 1.0558 -1.4971 1.1253
H 0.9167 0.7728 1.6066
H 2.1243 1.0255 0.3420
H -0.3463 2.2231 0.1170
H 0.3745 1.4661 -1.3185

***

DFT (ωB97M-V/def2-TZVPD) results for an isolated molecule of C5H10O.

Calculated values
- HOMO level (eV) = -9.6
- net charge = 0
- SMILES string = C[C@H]1CCOC1
- lowest unoccupied orbital energy (eV) = 1.15
- calculated total energy (Ha) = -271.72689
- spin multiplicity = 1
- molecular weight (g mol⁻¹) = 86.13
- F_max (Eh/bohr) = 0.016

Positions of all 16 atoms, in Å:
C 1.8994 0.2467 -0.0022
C 0.4004 0.4786 0.1481
C -0.4214 -0.0182 -1.0376
C -1.8179 -0.0939 -0.4650
O -1.5414 -0.7972 0.7502
C -0.2727 -0.3545 1.2594
H 2.3116 0.8359 -0.8304
H 2.4436 0.5235 0.9068
H 2.1054 -0.8106 -0.2114
H 0.2122 1.5454 0.3385
H -0.2436 0.4370 -2.0152
H -0.2298 -1.0925 -1.0969
H -2.4830 -0.6741 -1.1181
H -2.3262 0.8562 -0.2512
H -0.4306 0.2061 2.1879
H 0.3493 -1.2249 1.5207